C8H17NO as an isolated structure. Source: the OMol25 dataset; level of theory: ωB97M-V with the def2-TZVPD basis set.

Atoms and positions in Å:
C (1.340, 0.264, 0.140)
C (1.982, -0.700, 1.125)
C (1.802, 1.687, 0.382)
N (1.475, -0.113, -1.244)
H (0.063, -0.274, 0.277)
H (2.166, 0.414, -1.760)
H (1.614, -1.107, -1.371)
H (1.654, -1.725, 0.945)
H (1.683, -0.427, 2.137)
H (3.071, -0.673, 1.030)
H (1.532, 2.017, 1.383)
H (1.404, 2.383, -0.356)
H (2.889, 1.745, 0.269)
C (-1.317, 1.615, -0.545)
C (-1.850, -1.295, -1.358)
C (-1.007, 0.663, 0.579)
C (-1.521, -0.978, 0.068)
C (-1.869, -1.736, 1.100)
O (-1.136, 0.918, 1.764)
H (-0.723, 1.354, -1.421)
H (-2.375, 1.580, -0.803)
H (-1.085, 2.629, -0.221)
H (-2.231, -2.315, -1.454)
H (-2.614, -0.622, -1.751)
H (-0.975, -1.184, -1.998)
H (-2.267, -2.736, 0.970)
H (-1.704, -1.387, 2.111)

total charge = 0



A 2-piece molecular cluster, C5H8O2 overall. Source: the OMol25 dataset; level of theory: ωB97M-V with the def2-TZVPD basis set.

Atoms and positions in Å:
C (-1.059, -0.554, 0.318)
C (-0.550, 0.470, -0.486)
C (-0.884, -1.716, 2.057)
C (1.723, 1.042, -1.363)
C (0.738, 1.159, -0.189)
O (-2.204, -1.141, -0.092)
O (-1.763, -2.507, 2.044)
H (-1.115, 0.702, -1.370)
H (-0.103, -1.522, 2.785)
H (1.505, 0.152, -1.952)
H (2.746, 0.961, -1.004)
H (1.663, 1.913, -2.009)
H (0.564, 2.214, 0.037)
H (1.168, 0.698, 0.702)
H (-2.429, -1.872, 0.523)

total charge = 0
spin multiplicity = 3



One molecule with the formula C2H9N2OPS2. Source: the OMol25 dataset; level of theory: ωB97M-V with the def2-TZVPD basis set.

Atoms and positions in Å:
C (0.457, 1.014, -0.582)
C (1.736, 0.254, -0.176)
N (-2.051, -2.058, 0.142)
N (-3.571, -0.625, -1.241)
O (-0.576, 0.079, -1.011)
P (-2.409, -0.521, -0.156)
S (-2.081, 0.689, 1.305)
S (1.838, -0.262, 1.642)
H (0.668, 1.677, -1.474)
H (-0.201, 1.529, 0.154)
H (2.689, 0.710, -0.366)
H (1.764, -0.665, -0.724)
H (-2.742, -2.712, -0.296)
H (-2.133, -2.112, 1.215)
H (-4.000, 0.293, -1.250)
H (0.426, -0.151, 1.704)
H (-0.182, -0.591, -1.648)

total charge = 0



A 15-piece molecular cluster, C33H58BCl28N2OP overall. Source: the OMol25 dataset; level of theory: ωB97M-V with the def2-TZVPD basis set.

Atoms and positions in Å:
C (1.281, 2.133, 1.267)
C (0.223, 2.761, 2.292)
C (-0.938, 1.669, 2.442)
C (-1.928, 1.822, 1.178)
C (-1.996, 0.502, 0.285)
C (-1.185, 0.622, -1.082)
C (-0.375, -0.694, -1.414)
C (-0.321, -1.205, -2.809)
N (0.330, -2.312, -3.241)
C (0.922, -2.947, -2.159)
C (1.656, -4.232, -2.447)
B (1.707, -4.772, -3.965)
C (2.705, -4.229, -5.092)
O (0.789, -5.798, -4.371)
C (2.285, -5.009, -1.408)
C (2.274, -4.553, 0.035)
P (3.129, -5.512, 1.381)
C (4.543, -4.536, 2.127)
C (1.945, -6.078, 2.723)
C (1.577, -3.291, 0.313)
C (1.538, -2.711, 1.775)
C (2.499, -1.434, 1.865)
C (0.892, -2.487, -0.767)
N (0.246, -1.317, -0.378)
H (1.532, 2.880, 0.466)
H (2.219, 1.824, 1.806)
H (0.842, 1.211, 0.796)
H (-0.219, 3.714, 1.896)
H (0.701, 3.003, 3.279)
H (-1.478, 1.913, 3.411)
H (-0.516, 0.633, 2.523)
H (-2.958, 1.925, 1.629)
H (-1.713, 2.751, 0.591)
H (-1.642, -0.336, 0.936)
H (-3.065, 0.259, 0.016)
H (-0.415, 1.443, -1.035)
H (-1.941, 0.763, -1.894)
H (-0.878, -0.616, -3.587)
H (2.609, -3.124, -5.300)
H (3.797, -4.395, -4.854)
H (2.538, -4.734, -6.093)
H (1.099, -6.671, -4.073)
H (2.809, -5.976, -1.618)
H (4.803, -5.052, 3.100)
H (4.282, -3.473, 2.383)
H (5.446, -4.608, 1.468)
H (0.900, -5.817, 2.387)
H (2.108, -5.473, 3.666)
H (2.065, -7.157, 2.975)
H (1.751, -3.479, 2.557)
H (0.490, -2.308, 1.917)
H (2.684, -1.131, 2.928)
H (1.974, -0.601, 1.322)
H (3.443, -1.744, 1.334)
C (6.076, 0.404, 0.345)
Cl (4.400, 0.738, 0.792)
Cl (6.371, -1.340, 0.225)
H (6.283, 0.862, -0.619)
H (6.736, 0.828, 1.106)
C (-6.045, 0.859, -0.704)
Cl (-5.515, 0.938, 0.980)
Cl (-5.229, 2.083, -1.683)
H (-5.811, -0.125, -1.103)
H (-7.118, 1.029, -0.746)
C (-3.876, 0.643, 4.864)
Cl (-4.668, 1.651, 3.656)
Cl (-2.715, 1.582, 5.800)
H (-4.627, 0.234, 5.534)
H (-3.352, -0.164, 4.362)
C (1.148, -2.364, -7.767)
Cl (2.851, -2.072, -8.153)
Cl (0.106, -1.998, -9.146)
H (1.022, -3.409, -7.497)
H (0.863, -1.730, -6.932)
C (9.517, 2.173, 1.193)
Cl (7.838, 2.515, 1.632)
Cl (9.805, 0.433, 1.076)
H (9.730, 2.632, 0.232)
H (10.173, 2.587, 1.954)
C (-5.258, 1.741, 8.690)
Cl (-4.595, 0.191, 8.158)
Cl (-6.775, 1.525, 9.570)
H (-4.538, 2.226, 9.344)
H (-5.442, 2.363, 7.818)
C (5.881, -2.705, -6.489)
Cl (7.216, -3.849, -6.678)
Cl (5.746, -2.148, -4.816)
H (6.057, -1.847, -7.133)
H (4.954, -3.195, -6.773)
C (2.924, -7.515, 6.374)
Cl (4.149, -7.061, 5.181)
Cl (1.296, -7.139, 5.798)
H (2.995, -8.583, 6.562)
H (3.108, -6.965, 7.293)
C (-4.742, -3.131, 1.800)
Cl (-5.523, -2.076, 0.617)
Cl (-3.558, -2.247, 2.769)
H (-5.501, -3.543, 2.460)
H (-4.234, -3.934, 1.273)
C (-7.802, 5.535, -1.405)
Cl (-7.760, 5.383, -3.169)
Cl (-7.458, 3.990, -0.622)
H (-7.054, 6.259, -1.094)
H (-8.790, 5.872, -1.105)
C (-2.864, 5.241, -2.601)
Cl (-2.202, 3.708, -3.179)
Cl (-4.398, 5.000, -1.756)
H (-2.153, 5.696, -1.916)
H (-3.030, 5.897, -3.451)
C (8.253, -2.649, 3.243)
Cl (7.120, -3.253, 4.460)
Cl (9.398, -1.500, 3.945)
H (8.806, -3.488, 2.830)
H (7.692, -2.151, 2.456)
C (-6.855, 8.698, -2.597)
Cl (-6.311, 8.794, -0.917)
Cl (-6.037, 9.900, -3.604)
H (-6.634, 7.705, -2.986)
H (-7.926, 8.879, -2.632)
C (-7.741, 12.559, -5.709)
Cl (-7.411, 14.190, -5.113)
Cl (-9.340, 12.460, -6.458)
H (-6.989, 12.295, -6.448)
H (-7.700, 11.864, -4.875)

total charge = 0



C20H39Cl3CuN3O3Si as an isolated structure. Source: the OMol25 dataset; level of theory: ωB97M-V with the def2-TZVPD basis set.

Atoms and positions in Å:
C (-1.536, -2.021, -3.696)
C (-1.018, -2.958, -2.663)
H (-1.300, -2.374, -4.701)
H (-1.127, -1.013, -3.559)
H (-2.627, -1.936, -3.590)
C (-0.575, -4.207, -2.871)
C (-0.462, -4.865, -4.201)
H (-0.295, -4.838, -2.021)
H (-0.663, -4.170, -5.021)
H (-1.166, -5.703, -4.273)
H (0.545, -5.274, -4.344)
Cu (-0.223, 0.326, -0.441)
Cl (-2.581, 0.425, 0.004)
Cl (0.176, 1.289, -2.371)
H (0.632, 4.463, 2.962)
H (-1.429, 5.575, 2.174)
C (0.925, 4.223, 1.936)
C (-1.121, 5.356, 1.141)
N (-0.271, 4.167, 1.110)
H (1.423, 3.255, 1.891)
C (-0.553, 3.072, 0.421)
O (0.173, 2.041, 0.517)
H (-2.012, 5.171, 0.532)
H (-1.445, 3.078, -0.223)
H (1.586, 5.009, 1.557)
H (-0.581, 6.230, 0.747)
H (1.555, -1.391, -3.226)
H (2.282, -3.723, -2.126)
C (2.459, -0.939, -2.797)
C (3.212, -3.144, -2.008)
N (2.918, -1.759, -1.696)
H (2.215, 0.061, -2.425)
C (2.942, -1.302, -0.417)
O (2.649, -0.159, -0.060)
H (3.799, -3.573, -1.188)
H (3.245, -2.095, 0.312)
H (3.230, -0.888, -3.579)
H (3.776, -3.191, -2.948)
O (0.040, -1.502, -1.181)
C (-0.998, -2.379, -1.247)
C (0.213, -3.953, 0.381)
C (-0.983, -3.456, -0.137)
H (1.150, -3.468, 0.093)
C (0.180, -5.042, 1.260)
H (-1.939, -1.816, -1.119)
C (-2.207, -3.894, 0.369)
H (1.126, -5.504, 1.557)
C (-1.049, -5.507, 1.750)
C (-2.249, -4.888, 1.349)
H (-3.102, -3.397, -0.021)
H (-1.073, -6.333, 2.463)
H (-3.214, -5.182, 1.774)
Si (-0.343, 4.048, -4.726)
Cl (-0.517, 2.101, -5.403)
C (1.490, 4.377, -4.585)
C (-1.465, 4.196, -3.236)
C (-0.936, 5.252, -6.059)
H (2.037, 3.544, -4.129)
H (1.653, 5.278, -3.981)
H (1.897, 4.556, -5.592)
H (-0.250, 5.253, -6.923)
H (-0.930, 6.256, -5.596)
H (-1.956, 5.024, -6.407)
H (-1.278, 3.421, -2.486)
H (-2.511, 4.106, -3.557)
H (-1.331, 5.181, -2.778)
N (0.149, -0.609, 1.281)
H (-0.417, -0.078, 1.953)
H (1.165, -0.544, 1.441)
H (-0.140, -1.583, 1.203)

total charge = -1
spin multiplicity = 2



A 6-piece molecular cluster, C18H22Cl10F13NOPS overall. Source: the OMol25 dataset; level of theory: ωB97M-V with the def2-TZVPD basis set.

Atoms and positions in Å:
C (0.770, -1.049, -2.080)
C (1.253, -1.814, -1.044)
P (1.523, -1.152, 0.629)
O (2.615, -2.063, 1.468)
C (-0.024, -1.151, 1.674)
C (-0.698, -2.563, 1.812)
C (-1.857, -2.874, 0.823)
F (-2.313, -4.133, 1.228)
F (-1.436, -3.108, -0.478)
C (-3.133, -1.954, 0.917)
F (-3.365, -1.718, 2.254)
F (-4.193, -2.751, 0.530)
C (-3.177, -0.673, 0.002)
F (-4.026, -0.948, -1.041)
F (-1.970, -0.426, -0.656)
C (-3.522, 0.703, 0.692)
F (-2.783, 0.948, 1.817)
F (-3.075, 1.667, -0.194)
S (-5.318, 1.097, 1.020)
F (-4.920, 2.692, 1.062)
F (-5.002, 1.071, 2.630)
F (-5.776, -0.440, 1.065)
F (-5.672, 1.293, -0.539)
F (-6.832, 1.516, 1.382)
C (2.107, 0.623, 0.621)
C (1.095, 1.625, 0.234)
C (1.521, 3.014, 0.253)
C (2.910, 3.278, 0.636)
C (3.742, 2.135, 0.980)
N (3.390, 0.828, 0.968)
H (-0.113, -1.443, -2.635)
H (1.276, -0.101, -2.391)
H (1.528, -2.886, -1.222)
H (3.488, -2.031, 1.022)
H (-0.701, -0.314, 1.393)
H (0.361, -0.888, 2.700)
H (-1.118, -2.636, 2.844)
H (0.070, -3.366, 1.738)
H (0.064, 1.303, -0.035)
H (0.807, 3.828, 0.009)
H (3.222, 4.338, 0.667)
H (4.795, 2.361, 1.280)
C (6.269, 3.160, 4.362)
Cl (6.645, 2.641, 2.713)
Cl (4.842, 4.202, 4.396)
H (6.078, 2.282, 4.972)
H (7.117, 3.710, 4.759)
C (-1.859, -1.740, -5.530)
Cl (-0.616, -2.973, -5.763)
Cl (-2.382, -1.670, -3.838)
H (-1.455, -0.774, -5.812)
H (-2.716, -1.979, -6.152)
C (2.492, -3.009, 4.654)
Cl (0.780, -3.144, 4.213)
Cl (2.783, -3.600, 6.290)
H (3.080, -3.598, 3.956)
H (2.787, -1.965, 4.599)
C (-3.430, 1.686, -4.298)
Cl (-4.288, 3.228, -4.344)
Cl (-2.044, 1.687, -5.402)
H (-3.073, 1.511, -3.287)
H (-4.112, 0.894, -4.592)
C (3.567, 1.647, -4.056)
Cl (3.319, 1.511, -2.308)
Cl (3.168, 0.134, -4.878)
H (2.928, 2.437, -4.441)
H (4.609, 1.888, -4.245)

total charge = +1



Number 1: total energy -12105.9439 eV. Number 2: total energy -9403.4646 eV. Number 3: total energy -38206.2898 eV. Number 4: total energy -400780.6155 eV. Number 5: total energy -122076.3137 eV. Number 6: total energy -203225.2379 eV.